Molecular formula: C38H41CaN8O10S2
Method: DFT, ωB97M-V/def2-TZVPD

Geometry as XYZ:
```
100
C38H41CaN8O10S2 (ωB97M-V/def2-TZVPD)
Ca -0.22 -1.26 0.06
O -1.71 -5.10 -1.95
C -1.70 -3.82 -1.59
O -2.08 -3.40 -0.53
C -1.17 -2.93 -2.69
C -0.97 -3.39 -3.99
C -0.50 -2.49 -4.93
C -0.23 -1.19 -4.54
C -0.45 -0.83 -3.22
N -0.92 -1.68 -2.32
C -0.21 0.57 -2.70
O 0.68 1.33 -3.34
O -0.86 1.00 -1.78
H -2.04 -5.61 -1.19
H -1.18 -4.42 -4.24
H -0.35 -2.80 -5.95
H 0.12 -0.46 -5.26
H 1.29 0.78 -3.84
S -3.12 -0.58 0.71
C -3.15 1.08 0.68
N -4.09 1.79 0.06
C -4.16 3.25 0.21
C -3.76 3.61 1.62
N -2.44 3.06 1.90
C -1.53 3.88 2.69
C -0.66 4.80 1.86
C -0.59 4.74 0.48
C 0.23 5.61 -0.23
C 0.99 6.55 0.45
C 0.93 6.62 1.83
C 0.11 5.75 2.53
C -2.07 1.88 1.41
S -0.52 1.31 1.54
C -5.11 1.19 -0.81
C -5.22 1.93 -2.12
C -6.44 2.46 -2.53
C -6.53 3.13 -3.74
C -5.41 3.29 -4.54
C -4.19 2.77 -4.12
C -4.09 2.09 -2.92
H -5.18 3.56 0.01
H -3.51 3.74 -0.52
H -4.49 3.24 2.34
H -3.70 4.70 1.71
H -0.91 3.22 3.29
H -2.15 4.47 3.36
H -1.15 3.98 -0.06
H 0.28 5.54 -1.31
H 1.63 7.23 -0.10
H 1.52 7.35 2.37
H 0.06 5.81 3.62
H -6.06 1.20 -0.28
H -4.82 0.15 -0.96
H -7.32 2.33 -1.91
H -7.48 3.53 -4.06
H -5.48 3.82 -5.48
H -3.30 2.90 -4.74
H -3.14 1.69 -2.59
N -0.42 -2.42 2.28
C -0.02 -3.83 2.22
C 0.73 -4.33 3.46
C 1.90 -3.47 3.97
C 3.03 -3.17 2.98
N 3.44 -4.33 2.17
C 3.79 -5.51 2.66
N 3.50 -6.60 1.96
N 4.44 -5.58 3.83
C 0.70 -4.19 0.90
O 1.19 -5.34 0.83
O 0.72 -3.34 -0.02
H 0.29 -1.85 2.72
H -1.28 -2.30 2.80
H -0.95 -4.41 2.15
H 1.07 -5.35 3.25
H 0.02 -4.42 4.29
H 2.31 -3.98 4.85
H 1.54 -2.51 4.34
H 3.89 -2.76 3.50
H 2.73 -2.41 2.26
H 2.94 -4.42 1.29
H 2.72 -6.52 1.31
H 3.84 -7.50 2.24
H 4.86 -4.75 4.23
H 4.71 -6.47 4.22
O 1.89 -0.71 1.16
C 2.33 -0.32 0.05
O 1.64 -0.31 -1.01
C 3.76 0.15 -0.05
C 4.54 0.30 1.09
C 5.85 0.73 0.99
C 6.40 1.03 -0.25
C 5.60 0.88 -1.37
C 4.29 0.45 -1.29
N 6.16 1.20 -2.69
O 7.30 1.61 -2.74
O 5.42 1.12 -3.65
H 4.10 0.07 2.05
H 6.46 0.85 1.88
H 7.42 1.37 -0.36
H 3.69 0.35 -2.18
```

Summary:
Charge: +1
LUMO energy, eV: -2.4601
DFT total energy, a.u.: -4137.1595
HOMO-LUMO gap, eV: 7.863
E_HOMO, eV: -10.323
Energy relative to the best compared isomer or geometry (same formula, charge and spin), kJ/mol: 7.82
Strongest force on any atom, eV Å⁻¹: 0.88